[1]
Here is a structure of composition C33H25F3N6O5Rb at a distorted geometry from OMol25. Energies are from the ωB97M-V functional and the def2-TZVPD basis.

Output
HOMO-LUMO gap = 6.3 eV
E = -62614.0175 eV
Net charge = -1
Energy relative to the best compared isomer or geometry (same formula, charge and spin) = 8.71 kcal per mole
HOMO = -4.590 eV

Last column: Mulliken charge in e.
Geometry (Å):
Rb  -0.01377  -0.72958  0.90038  0.81
O  3.78124  -3.12741  2.25584  -0.70
C  2.66595  -2.84649  1.78975  0.34
N  1.65709  -2.31711  2.52024  -0.24
C  1.87805  -2.14311  3.85648  0.22
O  2.95382  -2.17111  4.43661  -0.65
C  0.71874  -1.92764  4.73179  0.28
C  0.67727  -2.39600  6.08316  -0.60
C  -0.44980  -2.14133  6.83965  -0.42
C  -1.43563  -1.29743  6.28855  -0.53
C  -1.31933  -0.89682  4.97878  -0.12
N  -0.25496  -1.10816  4.23794  0.11
C  2.47701  -3.32252  0.34887  0.40
C  3.73372  -3.75602  -0.26052  -0.59
C  3.65198  -4.22955  -1.53482  -0.61
C  2.40565  -4.20296  -2.16182  -0.50
C  1.29943  -3.71675  -1.55708  -0.32
N  1.33722  -3.22703  -0.28992  -0.13
H  1.53976  -2.96465  6.42110  0.43
H  -0.48261  -2.44456  7.86541  0.42
H  -2.35115  -1.10420  6.90484  0.28
H  -2.18489  -0.25929  4.56041  0.27
H  4.61218  -3.83841  0.37888  0.45
H  4.42274  -4.67518  -2.07387  0.53
H  2.30354  -4.49376  -3.19172  0.38
H  0.32316  -3.78670  -2.01433  0.45
C  -3.34758  3.31570  -5.13255  -0.62
O  -4.32967  2.49546  -4.47089  -0.39
C  -4.06079  1.68604  -3.43139  0.94
C  -5.09671  0.82569  -3.07158  -0.81
C  -4.88756  -0.18199  -2.09971  -0.53
C  -3.59593  -0.36844  -1.58248  0.05
C  -3.28330  -1.70489  -0.98726  0.73
C  -4.32364  -2.73477  -1.22025  -1.54
O  -2.33617  -1.96718  -0.26800  -0.43
C  -2.54962  0.66620  -1.75626  -0.07
O  -1.46751  0.70568  -1.11524  -0.68
C  -2.83296  1.65542  -2.73357  -0.19
H  -3.58489  4.35041  -4.83148  0.25
H  -3.47102  3.29108  -6.23017  0.23
H  -2.29747  3.09881  -4.84727  0.24
H  -6.05353  0.93963  -3.59179  0.34
H  -5.71617  -0.82464  -1.78261  0.26
H  -5.30101  -2.47101  -0.65482  0.31
H  -3.97820  -3.75235  -0.93082  0.30
H  -4.71415  -2.79399  -2.24034  0.48
H  -2.08412  2.46573  -2.97457  0.12
N  -0.13701  7.06843  3.83834  -0.50
C  -0.07216  5.95298  3.48890  0.00
C  -0.03683  4.59182  2.99850  0.74
C  -0.62850  4.31982  1.78959  -0.68
C  -0.65517  3.04585  1.35300  -0.32
N  -0.13489  1.99998  2.05858  0.08
C  0.39085  2.25258  3.23571  -0.25
C  0.40726  3.56315  3.77993  -0.71
H  -1.08019  5.11269  1.18799  0.42
H  -1.15001  2.74069  0.41603  0.41
H  0.78365  1.43601  3.85659  0.41
H  0.67915  3.65107  4.83611  0.38
F  5.70852  2.31620  -3.66269  -0.26
C  4.43883  2.02678  -4.17694  0.77
F  4.52651  1.32045  -5.40368  -0.24
F  3.84356  3.27651  -4.39870  -0.25
C  3.64336  1.23969  -3.16660  0.32
C  2.20836  1.35854  -3.10390  -0.86
C  1.53521  0.73967  -2.07696  -0.21
N  2.11140  0.04077  -1.12532  0.27
C  3.42268  -0.16649  -1.19546  -0.23
C  4.20360  0.42303  -2.22376  -0.89
H  1.67822  1.93182  -3.87856  0.40
H  0.43700  0.76688  -2.07058  0.39
H  3.96321  -0.79898  -0.51774  0.44
H  5.27897  0.21720  -2.19992  0.38


[2]
Here is an isolated molecule of C15H13ClN4S at a distorted geometry from OMol25. Energies are from the ωB97M-V functional and the def2-TZVPD basis.

Output
HOMO-LUMO gap = 8.2 eV
E = -45080.6901 eV
Net charge = 0
Structure (SMILES) = CN(NC(=S)Nc1ccc(C#N)c(Cl)c1)c1ccccc1
HOMO = -8.447 eV

Last column: Mulliken charge in e.
Geometry (Å):
C  -0.51277  1.18534  3.06766  -0.97
N  -1.06352  1.14647  1.71983  0.30
N  -0.89492  2.33186  0.95043  -0.27
C  0.32283  2.71650  0.51680  -0.09
S  0.61797  4.33792  0.52979  -0.44
N  1.47341  2.04601  0.14317  -0.10
C  1.51265  1.01009  -0.77511  0.05
C  2.70036  0.27602  -0.91433  -0.59
C  2.77294  -0.83246  -1.75733  -0.68
C  1.63221  -1.27944  -2.41580  0.76
C  1.91665  -2.41922  -3.30408  -0.25
N  2.08767  -3.44436  -3.85439  -0.49
C  0.39294  -0.56434  -2.31604  0.14
Cl  -0.97795  -0.80228  -3.30734  -0.19
C  0.46075  0.62292  -1.47798  0.21
C  -1.37234  -0.07634  1.16848  -0.38
C  -2.69134  -0.39335  0.81194  -0.42
C  -2.97881  -1.57968  0.03918  -0.65
C  -1.96215  -2.49194  -0.04518  -0.21
C  -0.73092  -2.27358  0.62020  -0.97
C  -0.45873  -1.04430  1.11177  0.63
H  -0.84484  2.20060  3.39205  0.35
H  -1.01213  0.47990  3.73957  0.35
H  0.60331  1.04141  3.13684  0.26
H  -1.38503  3.15526  1.27888  0.35
H  2.39063  2.59210  0.33087  0.33
H  3.56946  0.68683  -0.39737  0.38
H  3.80595  -1.30658  -1.84312  0.32
H  -0.44427  1.31125  -1.44602  0.39
H  -3.46085  0.33066  0.68656  0.37
H  -3.97132  -1.84447  -0.34480  0.40
H  -2.07207  -3.34839  -0.73785  0.34
H  0.02198  -3.00202  0.39209  0.38
H  0.55223  -0.76839  1.30059  0.38


[3]
Here is a structure of composition C20H22BF2N6O2Ru at a distorted geometry from OMol25. Energies are from the ωB97M-V functional and the def2-TZVPD basis.

Output
HOMO-LUMO gap (spin up / spin down) = 5.7 / 5.8 eV
E = -42801.8436 eV
Net charge = +3
Energy relative to the best compared isomer or geometry (same formula, charge and spin) = 5.12 kcal per mole
2S+1 = 5
HOMO (spin up / spin down) = -14.863 / -17.990 eV

Last column: Mulliken charge in e.
Geometry (Å):
Ru  -0.16397  0.53791  -0.09828  0.91
C  -0.24844  0.89259  4.28721  -0.84
C  1.06645  1.11740  4.54781  -0.75
C  1.98143  1.12639  3.48226  -0.62
C  1.53762  0.92150  2.20458  1.04
N  0.21418  0.70586  1.94437  0.46
C  -0.64702  0.68982  2.96339  -0.42
C  2.40617  0.93069  1.03747  0.63
C  3.82617  1.04180  1.02922  -0.82
C  4.56831  0.99898  -0.19319  -1.12
C  3.90472  0.82279  -1.37071  -0.94
C  2.43553  0.69442  -1.38581  0.17
N  1.77149  0.81198  -0.13816  0.73
C  1.60860  0.49988  -2.45520  0.86
C  2.04149  0.46204  -3.81243  -1.23
C  1.11204  0.32026  -4.83065  -0.46
C  -0.22799  0.21336  -4.51039  -0.92
C  -0.62213  0.25101  -3.15854  -0.05
N  0.23633  0.37915  -2.14903  0.48
H  -0.98777  0.87789  5.08294  0.47
H  1.40246  1.29283  5.56407  0.48
H  3.03657  1.31908  3.66633  0.50
H  -1.67489  0.51531  2.70646  0.53
H  4.35054  1.16140  1.97561  0.50
H  5.64891  1.09319  -0.18323  0.48
H  4.46267  0.76810  -2.30324  0.46
H  3.09815  0.56698  -4.04921  0.46
H  1.43193  0.29853  -5.86549  0.49
H  -0.98293  0.09914  -5.28366  0.45
H  -1.65683  0.17068  -2.88179  0.48
F  0.10590  3.18068  -1.44140  -0.24
B  0.14714  2.61792  -0.24164  0.50
F  0.41627  3.29491  0.86895  -0.23
C  -5.37215  0.16198  -1.43254  -0.87
N  -4.62778  0.68055  -0.21693  0.02
C  -5.40508  1.37129  0.89507  -0.83
C  -3.34265  0.64821  -0.18807  0.51
N  -2.18291  0.60781  -0.14709  -0.56
H  -6.17631  -0.46494  -1.07029  0.33
H  -4.69394  -0.43162  -2.03643  0.33
H  -5.76366  0.99315  -2.00603  0.34
H  -6.21159  0.71242  1.18909  0.33
H  -5.79301  2.31360  0.52794  0.34
H  -4.74732  1.54502  1.74084  0.30
N  1.19852  -4.88301  1.24463  -0.17
C  0.53243  -3.94282  0.25610  -0.71
C  0.77784  -2.51250  0.68557  0.79
O  1.49257  -2.31217  1.69757  -0.74
O  0.20810  -1.66723  -0.09729  -0.52
H  1.87644  -5.49257  0.81423  0.36
H  0.54212  -5.46346  1.74433  0.36
H  1.65852  -4.26091  1.89313  0.31
H  -0.52527  -4.16049  0.21908  0.32
H  0.95601  -4.11679  -0.72151  0.31


[4]
Here is a structure of composition C52H27F21GeInN3O7P2S4 from OMol25. Energies are from the ωB97M-V functional and the def2-TZVPD basis.

Output
HOMO-LUMO gap = 7.7 eV
E = -253839.9745 eV
Net charge = 0
Energy relative to the best compared isomer or geometry (same formula, charge and spin) = 15.02 kcal per mole
HOMO = -8.757 eV

Last column: Mulliken charge in e.
Geometry (Å):
In  0.44827  -0.92218  0.47687  2.87
F  -1.12664  -5.47045  2.38055  -0.26
C  -0.74264  -4.78483  1.31011  0.65
F  -1.56791  -3.74808  1.15966  -0.05
F  -0.82953  -5.56534  0.24124  -0.24
S  1.03526  -4.21306  1.58028  0.96
O  0.89154  -2.77276  1.85646  -0.80
O  1.51913  -5.03663  2.62787  -0.69
N  1.79095  -4.47158  0.22178  -0.65
S  1.52510  -3.38859  -0.88534  0.79
O  0.11223  -2.98402  -0.91028  -0.86
O  2.38958  -2.23595  -0.89635  -0.48
C  1.92741  -4.38171  -2.41460  0.36
F  0.81767  -4.91987  -2.89493  -0.20
F  2.46885  -3.57290  -3.31743  -0.15
F  2.78916  -5.33967  -2.12045  -0.19
C  -2.87267  1.25208  3.44075  -1.05
N  -1.87704  0.50069  2.67096  0.54
P  -1.61726  0.78819  1.03141  0.58
C  -1.27808  2.56032  0.94835  0.79
C  -0.64791  3.16200  2.03419  -0.74
C  -0.31217  4.50514  1.98586  -0.82
C  -0.60142  5.25125  0.85351  -0.84
C  -1.22135  4.65225  -0.23517  -0.93
C  -1.55183  3.30797  -0.19318  -0.36
C  -3.21251  0.50846  0.21724  1.06
C  -4.21041  1.47695  0.15515  -0.40
C  -5.43381  1.17697  -0.42733  -0.85
C  -5.66441  -0.08695  -0.94893  -0.75
C  -4.67384  -1.05876  -0.88718  -1.05
C  -3.45115  -0.75982  -0.31201  -0.31
P  -0.99327  -0.81283  3.30872  1.23
C  -2.24971  -2.05988  3.73486  0.41
C  -1.88654  -3.10711  4.58266  -0.63
C  -2.76731  -4.14749  4.82733  -0.73
C  -4.01860  -4.15568  4.22435  -0.69
C  -4.38105  -3.12514  3.37055  -0.81
C  -3.49758  -2.08394  3.12058  -0.41
C  -0.48484  -0.18243  4.94155  0.03
C  0.76949  0.41696  5.02249  -0.13
C  1.20052  0.98368  6.21356  -0.90
C  0.38074  0.95121  7.33092  -0.63
C  -0.87091  0.35150  7.25986  -0.71
C  -1.30210  -0.21633  6.07206  -0.47
H  -3.23772  2.09482  2.85572  0.48
H  -2.42411  1.64261  4.35472  0.38
H  -3.72127  0.62035  3.70921  0.20
H  -0.41119  2.57574  2.91389  0.23
H  0.17975  4.96731  2.83132  0.49
H  -0.34331  6.30135  0.81604  0.41
H  -1.44663  5.23790  -1.11581  0.51
H  -2.01604  2.83202  -1.04682  0.65
H  -4.03631  2.46755  0.55580  0.42
H  -6.20406  1.93441  -0.47868  0.47
H  -6.61578  -0.31471  -1.41085  0.44
H  -4.84976  -2.04356  -1.29834  0.54
H  -2.67150  -1.51457  -0.28436  0.45
H  -0.90719  -3.11129  5.04782  0.47
H  -2.47402  -4.95834  5.48015  0.44
H  -4.70711  -4.96770  4.41643  0.38
H  -5.35167  -3.13145  2.89219  0.46
H  -3.78172  -1.29461  2.43524  0.13
H  1.42133  0.41486  4.15843  0.20
H  2.18379  1.43063  6.26998  0.48
H  0.71830  1.38461  8.26295  0.39
H  -1.50982  0.32414  8.13267  0.44
H  -2.27551  -0.68889  6.02490  0.45
F  2.01149  0.14257  -6.26281  -0.34
C  2.84634  0.02113  -5.21681  0.60
C  2.36824  0.17414  -3.92552  -0.06
C  3.30370  0.11353  -2.90590  -1.03
F  2.95287  0.36506  -1.63943  0.45
C  4.64385  -0.14261  -3.14631  0.06
F  5.51773  -0.19097  -2.14249  -0.30
C  5.07740  -0.32507  -4.44772  0.49
F  6.36216  -0.56535  -4.69507  -0.33
C  4.17583  -0.23387  -5.49610  0.16
F  4.59965  -0.38121  -6.75199  -0.32
Ge  0.45788  0.51365  -3.63726  1.86
S  -0.33348  0.23636  -1.62864  -0.60
C  0.08770  2.40936  -4.00765  -0.33
C  -1.23303  2.82612  -4.02682  0.07
F  -2.21759  1.92272  -3.90624  -0.59
C  -1.59774  4.15138  -4.16124  0.35
F  -2.88101  4.52015  -4.16651  -0.36
C  -0.60475  5.11080  -4.27702  0.66
F  -0.93352  6.39659  -4.39655  -0.35
C  0.72575  4.73563  -4.25157  0.13
F  1.67782  5.66432  -4.35280  -0.32
C  1.05092  3.39520  -4.11385  0.28
F  2.35531  3.09053  -4.08742  -0.29
C  -0.50312  -0.56835  -4.96522  -0.51
C  -1.09491  -0.09968  -6.12500  0.67
F  -1.02770  1.19495  -6.45912  -0.33
C  -1.76297  -0.93919  -6.99943  0.11
F  -2.32129  -0.46342  -8.11349  -0.30
C  -1.84751  -2.29239  -6.71578  0.56
F  -2.48792  -3.10701  -7.55102  -0.31
C  -1.26395  -2.79848  -5.56675  -0.34
F  -1.34262  -4.10157  -5.29588  -0.29
C  -0.60534  -1.92683  -4.71873  0.01
F  -0.04165  -2.43557  -3.60790  0.20
O  1.70727  1.79181  0.51562  -0.47
C  2.52255  1.05822  1.03941  0.53
N  2.19220  -0.20101  1.50164  0.17
S  3.48764  -0.98643  2.20248  1.20
O  3.27239  -1.08290  3.61847  -0.74
O  3.84024  -2.17139  1.48368  -0.66
C  4.62235  0.32372  1.86234  0.54
C  5.96895  0.38129  2.15946  -1.05
C  6.64457  1.54096  1.80143  -0.62
C  5.98482  2.59970  1.17782  -0.77
C  4.62798  2.52508  0.89727  -0.32
C  3.95968  1.36684  1.25279  -0.23
H  6.47726  -0.44212  2.64091  0.55
H  7.70279  1.62244  2.01042  0.44
H  6.54115  3.48613  0.90539  0.44
H  4.09372  3.33020  0.41175  0.61